Molecular formula: C7H40FN2O15
Method: DFT, wB97M-V/def2-TZVPD

LUMO level (eV): 1.461
Orbital gap (Eh): 0.232
DFT total energy (a.u.): -1628.67394
Total charge: -1

Last columns: bonded neighbours and bond lengths (Å).
CARTESIAN COORDINATES (ANGSTROEM)
1 C 0.047 1.433 1.289  N2 1.446, H13 1.079, H14 1.088, H15 1.088
2 N 1.167 1.448 0.376  C1 1.446, F3 1.441, C4 1.474
3 F 1.541 2.838 0.324  N2 1.441
4 C 2.351 0.739 0.896  N2 1.474, C5 1.552, C10 1.556, H16 1.082
5 C 2.979 -0.232 -0.138  C4 1.552, C6 1.533, H17 1.092, H18 1.081
6 C 2.461 -0.056 -1.570  C5 1.533, C7 1.531, H19 1.083, H20 1.090
7 C 1.038 -0.589 -1.762  C6 1.531, C8 1.526, H21 1.088, H22 1.087
8 C 0.807 -1.915 -1.043  C7 1.526, N9 1.472, H23 1.093, H24 1.091
9 N 1.655 -2.948 -1.662  C8 1.472, H25 1.010, H26 1.011
10 C 2.078 0.006 2.241  C4 1.556, O11 1.268, O12 1.265
11 O 2.390 0.614 3.309  C10 1.268
12 O 1.523 -1.131 2.254  C10 1.265
13 H -0.369 0.446 1.427  C1 1.079
14 H 0.305 1.948 2.213  C1 1.088
15 H -0.731 2.035 0.824  C1 1.088
16 H 3.095 1.491 1.124  C4 1.082
17 H 4.049 -0.017 -0.148  C5 1.092
18 H 2.912 -1.266 0.170  C5 1.081
19 H 2.598 0.961 -1.917  C6 1.083
20 H 3.102 -0.653 -2.218  C6 1.090
21 H 0.853 -0.782 -2.817  C7 1.088
22 H 0.298 0.134 -1.429  C7 1.087
23 H 0.912 -1.855 0.044  C8 1.093
24 H -0.228 -2.203 -1.232  C8 1.091
25 H 1.304 -3.862 -1.415  N9 1.010
26 H 2.613 -2.878 -1.349  N9 1.011
27 O 4.159 -2.194 2.105  H28 0.972, H29 0.962
28 H 3.659 -1.580 2.669  O27 0.972
29 H 4.649 -2.742 2.726  O27 0.962
30 O -3.021 0.406 1.897  H31 0.965, H32 0.961
31 H -3.494 0.980 2.511  O30 0.965
32 H -2.490 -0.161 2.463  O30 0.961
33 O -5.470 1.381 3.009  H34 0.965, H35 0.963
34 H -6.312 1.357 3.478  O33 0.965
35 H -5.650 0.915 2.185  O33 0.963
36 O -8.076 0.114 3.264  H37 0.962, H38 0.963
37 H -8.523 -0.556 3.788  O36 0.962
38 H -8.738 0.399 2.625  O36 0.963
39 O -2.867 2.278 -0.507  H40 0.966, H41 0.962
40 H -3.019 1.926 0.379  O39 0.966
41 H -2.540 3.168 -0.347  O39 0.962
42 O 2.586 0.692 -4.369  H43 0.961, H44 0.963
43 H 1.904 1.370 -4.362  O42 0.961
44 H 2.478 0.262 -5.223  O42 0.963
45 O -1.491 1.862 3.891  H46 0.962, H47 0.968
46 H -2.285 1.408 4.186  O45 0.962
47 H -0.795 1.192 3.954  O45 0.968
48 O -2.771 -1.103 -0.657  H49 0.963, H50 0.962
49 H -2.832 -0.173 -0.415  O48 0.963
50 H -2.295 -1.502 0.078  O48 0.962
51 O 4.932 -4.160 -0.131  H52 0.968, H53 0.960
52 H 4.455 -3.547 0.448  O51 0.968
53 H 5.421 -4.722 0.474  O51 0.960
54 O 4.362 -1.908 -4.532  H55 0.965, H56 0.962
55 H 4.287 -0.975 -4.299  O54 0.965
56 H 4.760 -2.313 -3.755  O54 0.962
57 O 3.146 1.567 -7.009  H58 0.962, H59 0.962
58 H 3.137 1.311 -7.937  O57 0.962
59 H 3.899 2.160 -6.929  O57 0.962
60 O -3.743 3.766 4.649  H61 0.964, H62 0.965
61 H -4.427 3.260 4.197  O60 0.964
62 H -2.919 3.389 4.315  O60 0.965
63 O -5.086 -0.592 -2.524  H64 0.961, H65 0.967
64 H -5.145 0.340 -2.295  O63 0.961
65 H -4.593 -0.983 -1.789  O63 0.967